Density functional theory data (ωB97M-V/def2-TZVPD) for C46H46ClN3OPPtSi as an isolated structure at a distorted geometry.

Last column: Löwdin spin population.
Cartesian coordinates (Å):
C (2.926, 0.165, -1.715)  0.00
C (5.364, -2.175, 1.532)  0.00
H (3.150, -4.470, 1.431)  0.00
C (-2.829, -0.715, -4.762)  0.00
C (-0.989, -0.192, -2.758)  0.00
H (-3.545, -0.913, -5.550)  0.00
C (-3.251, -0.124, -3.581)  0.00
C (-0.739, -6.011, -0.999)  0.01
C (-4.008, 0.470, 3.881)  0.06
H (-3.564, -2.430, 2.215)  0.00
C (-1.967, -1.298, 3.107)  0.03
Si (3.482, -2.012, 1.759)  0.00
C (-2.029, -5.609, -0.690)  0.00
H (5.868, -2.362, 2.483)  0.00
H (1.252, -5.378, -1.494)  0.00
N (2.871, -0.170, -0.364)  0.01
Pt (0.004, -1.229, 1.148)  1.11
H (-3.347, -3.940, -0.440)  0.00
H (3.137, -4.077, 3.157)  0.00
H (1.944, -3.186, -1.765)  0.01
H (0.478, -1.014, -4.082)  0.00
C (-1.702, -0.148, 3.880)  0.05
C (-0.944, 3.060, -0.652)  0.00
H (3.389, -2.149, -0.687)  0.00
Cl (-5.280, 1.571, 4.353)  0.01
H (-3.438, 3.044, -2.952)  0.00
N (1.056, 0.637, 1.039)  0.11
H (1.725, -3.722, 2.143)  0.00
C (2.189, 1.244, -2.232)  0.00
H (5.594, -3.009, 0.865)  0.00
C (-2.066, 2.630, -1.350)  0.00
C (2.882, 1.956, 0.963)  0.01
C (-6.587, -0.139, -0.919)  0.00
C (1.057, -2.680, -1.354)  0.03
H (3.852, 2.337, 0.682)  0.00
H (-0.680, 0.049, 4.183)  0.00
H (-8.361, 1.052, -0.714)  0.00
H (2.021, -0.622, 3.202)  0.00
H (-2.790, -6.349, -0.476)  0.00
H (-2.468, 1.625, 4.816)  0.00
H (-4.292, 0.143, -3.448)  0.00
H (1.682, 2.429, -3.929)  0.00
C (-7.279, 1.055, -0.764)  0.00
H (-7.130, -1.074, -0.976)  0.00
C (-1.492, -1.044, -4.942)  0.00
H (3.157, 1.166, -5.487)  0.00
P (-2.692, 0.972, -0.998)  0.00
H (0.760, -1.916, -2.091)  0.01
H (-0.280, 0.032, -1.966)  0.00
C (3.830, -0.175, -3.944)  0.00
H (4.368, -1.347, -2.246)  0.00
C (-6.583, 2.249, -0.655)  0.00
H (-1.265, -3.241, 2.530)  0.02
H (-0.367, 5.957, -2.306)  0.00
O (-2.016, 0.334, 0.155)  0.02
C (-2.575, 3.397, -2.398)  0.00
H (-0.135, -2.273, 3.549)  0.01
H (-7.125, 3.176, -0.515)  0.00
H (1.537, 1.795, -1.567)  0.00
H (-0.494, -7.066, -1.034)  0.00
C (-4.502, 1.069, -0.912)  0.00
H (2.030, 3.490, 2.357)  0.00
C (-2.334, -4.256, -0.660)  0.01
C (2.765, -1.593, 0.027)  0.02
H (-1.169, -1.498, -5.870)  0.00
C (3.092, -0.829, 3.172)  0.00
H (-2.366, 5.196, -3.540)  0.00
C (-1.350, -3.306, -0.904)  0.01
C (3.759, -0.530, -2.608)  0.00
C (0.837, 1.714, 1.845)  0.01
C (-0.048, -3.704, -1.207)  0.01
C (2.815, -3.736, 2.169)  0.00
N (1.424, -2.105, -0.063)  0.27
C (2.307, 0.774, 0.527)  0.01
H (-0.098, 1.833, 2.373)  0.00
C (0.242, -5.062, -1.257)  0.00
H (4.487, -0.729, -4.604)  0.00
C (-5.198, 2.257, -0.720)  0.00
H (3.607, 0.126, 3.052)  0.00
H (3.386, -1.263, 4.132)  0.00
C (-0.336, 4.259, -0.994)  0.00
C (1.931, 2.560, 1.818)  0.01
C (2.270, 1.593, -3.569)  0.00
C (-2.696, 0.737, 4.241)  0.00
H (-1.611, -2.254, -0.901)  0.00
C (-2.335, 0.118, -2.562)  0.00
C (-0.905, -2.243, 2.779)  0.12
H (-5.354, -0.893, 2.935)  0.00
H (-4.658, 3.191, -0.622)  0.00
H (-4.651, -1.057, -1.103)  0.00
H (0.545, 4.585, -0.455)  0.00
C (-1.972, 4.598, -2.728)  0.00
C (-3.316, -1.537, 2.778)  0.05
C (3.088, 0.888, -4.442)  0.00
H (5.797, -1.271, 1.096)  0.00
C (-0.569, -0.776, -3.939)  0.00
C (-4.322, -0.677, 3.169)  0.00
H (-0.558, 2.448, 0.157)  0.00
C (-0.847, 5.027, -2.030)  0.00
C (-5.205, -0.132, -0.990)  0.00

## Properties
Multiplicity: 3
LUMO (spin up / spin down): 2.34 / 2.33 eV
Net charge: -1
Expectation value of S²: 2.018
DFT total energy: -3230.420469 a.u.